# 1
Formula: C4H8N2OS
Source: the Open Molecules 2025 dataset
Level of theory: ωB97M-V with the def2-TZVPD basis set

Structure (ORCA input):
```
! RIJCOSX wB97M-V def2-TZVPD def2/J DEFGRID3
* xyz 0 1
C -0.77 -0.11 -0.23
C -1.74 -1.93 -1.37
C -0.74 1.34 0.10
C 1.26 -0.13 1.09
N -1.66 -0.60 -1.06
N 0.23 -0.81 0.33
O -4.55 -1.69 -0.89
S -3.70 -2.54 -1.68
H -1.40 -2.16 -2.38
H -1.20 -2.53 -0.55
H -0.67 1.43 1.21
H -1.65 1.83 -0.27
H 0.23 1.71 -0.33
H 2.25 -0.67 0.97
H 1.47 0.83 0.69
H 1.12 -0.04 2.14
*
```

* gap between HOMO and LUMO (alpha / beta): 5.03 / 4.74 eV
* total energy: -20135.134 eV

# 2
Formula: C16H22N2O5
Source: the Open Molecules 2025 dataset
Level of theory: ωB97M-V with the def2-TZVPD basis set

Structure (ORCA input):
```
! RIJCOSX wB97M-V def2-TZVPD def2/J DEFGRID3
* xyz 0 1
C -0.68 -3.46 0.64
C 0.81 -3.59 0.37
H 1.30 -4.18 1.15
H 0.97 -4.06 -0.61
O 1.47 -2.33 0.39
C 1.51 -1.67 -0.79
O 1.01 -2.08 -1.81
N 2.22 -0.52 -0.70
C 2.75 0.00 0.54
H 2.08 -0.30 1.35
C 2.83 1.53 0.45
N 1.66 2.01 -0.26
C 0.70 2.66 0.43
O 0.86 3.01 1.59
C -0.58 3.07 -0.31
O -1.18 2.16 -1.21
C -2.01 1.18 -0.75
C -3.11 0.88 -1.55
C -4.00 -0.11 -1.19
C -3.82 -0.80 -0.01
C -2.73 -0.53 0.80
C -1.80 0.44 0.43
O -0.66 0.71 1.13
C -0.56 0.29 2.47
H -1.48 0.48 3.02
H -0.30 -0.77 2.53
H 0.24 0.89 2.90
H -2.58 -1.09 1.71
H -4.52 -1.57 0.29
H -4.85 -0.33 -1.83
H -3.24 1.44 -2.46
H -0.34 3.95 -0.91
H -1.30 3.37 0.47
C 1.63 1.65 -1.66
H 2.12 2.43 -2.25
C 2.38 0.32 -1.86
H 1.98 -0.22 -2.72
H 3.45 0.49 -2.03
H 0.60 1.55 -1.99
H 3.73 1.84 -0.08
H 2.82 1.97 1.45
H 3.75 -0.42 0.74
H -1.14 -2.82 -0.11
H -1.15 -4.44 0.59
H -0.85 -3.04 1.63
*
```

* gap between HOMO and LUMO: 9.20 eV
* SMILES: CCOC(=O)N1CCN(C(=O)COc2ccccc2OC)CC1
* total energy: -30166.760 eV

# 3
Formula: C15H36BrN6O4
Source: the Open Molecules 2025 dataset
Level of theory: ωB97M-V with the def2-TZVPD basis set

Structure (ORCA input):
```
! RIJCOSX wB97M-V def2-TZVPD def2/J DEFGRID3
* xyz 1 1
C 0.45 2.20 -1.07
N 0.11 0.97 -0.36
N 0.86 0.43 0.62
C 0.26 -0.71 0.99
N 0.70 -1.57 1.94
N -0.86 -0.90 0.28
C -0.91 0.15 -0.52
Br -2.25 0.43 -1.77
H 0.18 2.06 -2.10
H -0.05 3.05 -0.63
H 1.53 2.31 -1.05
H 1.71 0.81 1.01
H 0.11 -1.91 2.68
H 1.63 -1.92 1.88
C 0.57 2.96 6.57
O -0.84 2.87 6.65
C -1.54 3.76 5.79
C -2.28 2.99 4.72
N -1.36 2.38 3.77
C -1.98 1.45 2.84
C -2.59 0.17 3.41
O -1.63 -0.73 3.95
C -1.31 -0.52 5.32
H 0.98 2.32 7.35
H 0.94 2.62 5.60
H 0.91 3.99 6.74
H -0.86 4.50 5.35
H -2.26 4.30 6.40
H -2.94 3.68 4.18
H -2.90 2.24 5.22
H -0.64 1.89 4.29
H -1.21 1.15 2.12
H -2.76 1.98 2.28
H -3.05 -0.37 2.57
H -3.39 0.36 4.13
H -2.16 -0.13 5.88
H -0.45 0.15 5.43
H -1.03 -1.49 5.74
C 1.37 -1.68 -7.77
O 0.48 -2.36 -6.91
C 0.98 -3.59 -6.40
C 1.19 -3.49 -4.91
N 2.29 -2.59 -4.58
C 2.41 -2.28 -3.17
C 1.27 -1.49 -2.52
O 1.14 -0.16 -3.01
C 0.33 -0.02 -4.17
H 0.84 -0.82 -8.19
H 2.25 -1.31 -7.23
H 1.70 -2.32 -8.59
H 1.91 -3.87 -6.91
H 0.24 -4.36 -6.61
H 1.41 -4.49 -4.51
H 0.24 -3.15 -4.47
H 2.17 -1.73 -5.10
H 3.33 -1.70 -3.05
H 2.55 -3.21 -2.61
H 1.51 -1.40 -1.46
H 0.31 -2.02 -2.59
H -0.46 -0.77 -4.20
H 0.93 -0.09 -5.08
H -0.12 0.97 -4.16
*
```

* gap between HOMO and LUMO: 8.14 eV
* total energy: -103302.795 eV

# 4
Formula: FHN2O2
Source: the Open Molecules 2025 dataset
Level of theory: ωB97M-V with the def2-TZVPD basis set

Structure (ORCA input):
```
! RIJCOSX wB97M-V def2-TZVPD def2/J DEFGRID3
* xyz 0 1
N -1.05 0.09 -0.29
N 1.04 -0.37 0.08
O 1.20 -1.49 -0.33
O 1.69 0.52 0.39
F -1.17 1.43 -0.25
H -1.71 -0.17 0.39
*
```

* gap between HOMO and LUMO (alpha / beta): 9.93 / 9.03 eV
* total energy: -9801.555 eV

# 5
Formula: C3H6N5
Source: the Open Molecules 2025 dataset
Level of theory: ωB97M-V with the def2-TZVPD basis set

Structure (ORCA input):
```
! RIJCOSX wB97M-V def2-TZVPD def2/J DEFGRID3
* xyz 1 1
C 1.68 -0.58 -0.78
C -0.59 -0.35 -0.20
C 0.68 0.35 -0.35
N 2.46 -1.33 -1.11
N 1.17 2.11 1.00
N 1.11 0.90 1.08
N -1.56 -0.23 -1.12
N -0.92 -0.92 0.96
H 0.56 1.03 -1.18
H 1.44 2.33 1.96
H -1.38 -0.05 -2.11
H -2.51 -0.56 -1.04
H -0.37 -1.26 1.68
H -1.75 -1.43 1.21
*
```

* gap between HOMO and LUMO: 9.84 eV
* SMILES: [H]/N=N/[C@@H](C#N)C(N)=[NH2+]
* total energy: -10649.435 eV

# 6
Formula: C13H9BrFI2N3O3P2S
Source: the Open Molecules 2025 dataset
Level of theory: ωB97M-V with the def2-TZVPD basis set

Structure (ORCA input):
```
! RIJCOSX wB97M-V def2-TZVPD def2/J DEFGRID3
* xyz 0 1
C 4.40 0.52 0.15
C 3.27 0.69 -0.18
C 1.86 0.77 -0.22
C 1.25 1.98 -0.04
C -0.16 2.07 -0.07
C -0.68 3.45 0.08
I -1.59 4.21 -1.68
C -0.53 4.16 1.19
C 0.13 3.57 2.41
I -1.24 6.13 1.37
C -0.94 0.97 -0.26
P -2.80 0.99 -0.28
O -3.17 2.28 0.66
Br -3.35 -0.63 1.18
C -0.29 -0.27 -0.48
N -1.07 -1.36 -0.74
C -0.48 -2.51 -0.91
P -1.65 -3.93 -1.24
N -2.90 -3.81 -0.31
C 0.93 -2.58 -0.84
S 1.71 -4.17 -1.05
O 1.35 -4.70 -2.32
O 1.48 -4.95 0.11
F 3.19 -3.79 -1.09
N 1.73 -1.58 -0.63
C 1.09 -0.39 -0.45
H 5.44 0.45 0.36
H 1.83 2.87 0.09
H 1.20 3.57 2.25
H -0.20 2.56 2.59
H -0.07 4.21 3.26
H -3.15 2.00 1.59
H -0.92 -5.10 -1.00
H -1.91 -3.94 -2.62
H -3.75 -3.74 -0.85
*
```

* gap between HOMO and LUMO: 7.25 eV
* total energy: -142610.544 eV

# 7
Formula: C4H7O4S
Source: the Open Molecules 2025 dataset
Level of theory: ωB97M-V with the def2-TZVPD basis set

Structure (ORCA input):
```
! RIJCOSX wB97M-V def2-TZVPD def2/J DEFGRID3
* xyz -1 1
C 0.82 0.94 -0.05
C -0.48 0.42 -0.77
C 1.03 2.33 0.82
C -0.99 -0.81 -0.82
O -1.38 -3.16 -0.09
O 1.04 -2.43 -0.21
O -0.37 -1.60 1.57
O -1.99 -1.29 -1.52
S -0.32 -2.16 0.21
H 1.66 0.89 -0.66
H 0.97 0.16 0.75
H -1.14 1.16 -1.25
H 0.86 2.06 1.90
H 0.22 2.91 0.58
H 1.97 2.76 0.75
H -1.90 -2.20 -1.22
*
```

* gap between HOMO and LUMO: 8.54 eV
* SMILES: CC/C=C(/O)S(=O)(=O)[O-]
* total energy: -23286.935 eV

# 8
Formula: C14H28N6RuS
Source: the Open Molecules 2025 dataset
Level of theory: ωB97M-V with the def2-TZVPD basis set

Structure (ORCA input):
```
! RIJCOSX wB97M-V def2-TZVPD def2/J DEFGRID3
* xyz 3 2
Ru 0.21 -0.05 -0.44
C 0.94 -0.12 2.98
C -0.43 0.31 2.44
N -0.86 -0.55 1.31
C -2.34 -0.53 1.03
C -2.65 0.65 0.15
N -1.77 0.55 -1.05
C -1.85 1.73 -1.95
C -1.52 3.07 -1.29
C -0.44 3.04 -0.21
N 0.64 2.02 -0.37
C 1.68 2.28 0.68
C 2.70 1.17 0.67
N 2.04 -0.18 0.66
C 1.89 -0.82 2.00
H 0.79 -0.86 3.78
H 1.40 0.73 3.47
H -0.42 1.33 2.06
H -1.17 0.29 3.25
H -0.66 -1.51 1.59
H -2.89 -0.52 1.96
H -2.58 -1.46 0.50
H -2.45 1.58 0.66
H -3.69 0.66 -0.16
H -2.12 -0.23 -1.60
H -2.85 1.75 -2.40
H -1.15 1.56 -2.77
H -2.41 3.51 -0.84
H -1.23 3.75 -2.09
H -0.88 2.84 0.77
H 0.03 4.02 -0.13
H 1.11 2.20 -1.26
H 1.18 2.35 1.64
H 2.15 3.24 0.50
H 3.36 1.25 1.54
H 3.33 1.23 -0.22
H 2.66 -0.78 0.13
H 2.88 -0.92 2.46
H 1.54 -1.83 1.81
S 0.54 -0.35 -2.81
C 0.56 -1.98 -2.31
N 0.82 -3.06 -3.08
C 0.75 -4.32 -2.60
C 0.42 -4.51 -1.28
C 0.19 -3.38 -0.51
N 0.25 -2.15 -1.01
H 1.06 -2.91 -4.06
H 0.96 -5.12 -3.29
H 0.36 -5.51 -0.86
H -0.06 -3.48 0.54
*
```

* gap between HOMO and LUMO (alpha / beta): 8.41 / 7.89 eV
* total energy: -37305.608 eV

# 9
Formula: C43H97ClN3O5P2
Source: the Open Molecules 2025 dataset
Level of theory: ωB97M-V with the def2-TZVPD basis set

Structure (ORCA input):
```
! RIJCOSX wB97M-V def2-TZVPD def2/J DEFGRID3
* xyz 4 2
Cl -9.17 -14.82 -0.62
O -7.83 -14.57 -1.12
O -9.56 -16.17 -0.69
O -9.32 -14.41 0.77
O -9.95 -14.03 -1.52
C -9.37 -6.96 3.90
C -8.00 -7.47 4.36
N -8.00 -8.91 4.26
C -7.70 -9.82 5.25
C -7.71 -11.12 4.72
N -7.99 -10.97 3.35
C -7.99 -9.60 3.03
C -8.40 -11.99 2.39
H -9.68 -7.18 2.88
H -9.35 -5.88 4.01
H -10.31 -7.30 4.35
H -7.64 -7.19 5.34
H -7.15 -7.14 3.77
H -7.67 -9.44 6.26
H -7.53 -12.07 5.20
H -8.41 -9.17 2.13
H -9.44 -11.82 2.13
H -8.40 -12.97 2.86
H -7.73 -11.80 1.55
C -9.60 -19.88 -0.40
C -8.23 -19.70 -1.10
C -7.00 -19.74 -0.16
C -5.67 -19.60 -0.92
P -5.06 -17.93 -1.29
C -5.92 -17.11 -2.70
C -5.80 -17.91 -3.99
C -6.53 -17.26 -5.21
C -6.49 -18.24 -6.42
C -3.24 -18.00 -1.62
C -2.28 -18.82 -0.70
C -0.79 -19.02 -0.89
C -0.03 -17.77 -0.53
C -5.36 -16.91 0.25
C -4.61 -15.48 0.18
C -5.07 -14.49 1.31
C -4.63 -13.07 1.19
H -9.71 -19.17 0.42
H -9.58 -20.75 0.24
H -10.50 -19.81 -1.02
H -8.40 -18.75 -1.61
H -8.11 -20.37 -1.96
H -6.95 -20.67 0.41
H -7.03 -18.99 0.63
H -5.73 -20.16 -1.86
H -4.89 -20.08 -0.32
H -5.36 -16.18 -2.81
H -6.95 -16.90 -2.40
H -6.11 -18.95 -3.87
H -4.73 -17.91 -4.22
H -6.07 -16.40 -5.69
H -7.57 -17.06 -4.95
H -6.60 -17.69 -7.35
H -7.19 -19.07 -6.40
H -5.53 -18.70 -6.64
H -2.90 -16.96 -1.66
H -3.05 -18.39 -2.62
H -2.68 -19.83 -0.77
H -2.48 -18.44 0.31
H -0.56 -19.13 -1.95
H -0.34 -19.90 -0.43
H -0.22 -17.34 0.45
H -0.10 -17.07 -1.36
H 1.05 -17.90 -0.48
H -4.99 -17.55 1.05
H -6.44 -16.72 0.25
H -4.70 -15.05 -0.81
H -3.56 -15.66 0.39
H -4.83 -14.94 2.28
H -6.15 -14.51 1.17
H -3.55 -13.03 1.33
H -4.95 -12.38 1.97
H -4.87 -12.54 0.27
C -17.32 -20.02 -5.52
C -16.20 -19.00 -5.80
C -15.52 -18.57 -4.56
C -14.23 -17.77 -4.87
P -12.98 -17.73 -3.64
C -12.01 -19.27 -3.64
C -12.66 -20.58 -3.19
C -11.72 -21.77 -3.18
C -11.93 -22.70 -1.97
C -11.76 -16.34 -3.75
C -11.18 -16.12 -5.22
C -10.34 -14.84 -5.31
C -9.70 -14.67 -6.70
C -13.71 -17.77 -1.93
C -12.68 -17.68 -0.81
C -13.17 -17.99 0.62
C -12.27 -17.41 1.67
H -17.64 -19.90 -4.49
H -16.88 -20.99 -5.77
H -18.16 -19.79 -6.18
H -16.69 -18.18 -6.34
H -15.52 -19.43 -6.52
H -15.36 -19.51 -4.03
H -16.21 -17.96 -3.98
H -14.53 -16.73 -4.85
H -13.83 -17.83 -5.89
H -11.13 -19.01 -3.05
H -11.70 -19.37 -4.68
H -13.44 -20.89 -3.88
H -13.04 -20.38 -2.19
H -10.70 -21.42 -3.03
H -11.82 -22.28 -4.14
H -12.90 -23.19 -1.97
H -11.66 -22.22 -1.02
H -11.25 -23.55 -1.98
H -10.91 -16.57 -3.11
H -12.41 -15.54 -3.39
H -12.01 -16.13 -5.93
H -10.54 -16.94 -5.53
H -9.74 -14.66 -4.42
H -11.04 -14.01 -5.41
H -10.05 -15.29 -7.51
H -8.70 -15.02 -6.45
H -9.66 -13.61 -6.98
H -14.17 -18.76 -1.91
H -14.40 -16.93 -1.87
H -12.24 -16.69 -0.83
H -11.93 -18.47 -0.91
H -13.20 -19.05 0.87
H -14.16 -17.59 0.82
H -11.24 -17.69 1.48
H -12.57 -17.69 2.68
H -12.33 -16.32 1.68
C -14.54 -11.53 -0.05
N -13.35 -12.41 0.28
C -13.25 -13.60 -0.66
C -12.01 -11.59 0.29
C -13.64 -13.01 1.71
C -14.66 -14.21 1.88
O -15.99 -13.98 1.41
H -14.62 -10.76 0.72
H -15.40 -12.19 -0.04
H -14.40 -11.16 -1.06
H -14.16 -14.20 -0.73
H -12.43 -14.19 -0.25
H -13.00 -13.19 -1.64
H -11.77 -11.41 -0.76
H -11.22 -12.27 0.60
H -12.15 -10.73 0.94
H -13.78 -12.14 2.35
H -12.66 -13.36 2.04
H -14.89 -14.26 2.94
H -14.32 -15.19 1.53
H -16.44 -14.82 1.32
*
```

* gap between HOMO and LUMO (alpha / beta): 5.23 / 1.64 eV
* total energy: -91924.603 eV

# 10
Formula: C21H42CuGeN6PSi3
Source: the Open Molecules 2025 dataset
Level of theory: ωB97M-V with the def2-TZVPD basis set

Structure (ORCA input):
```
! RIJCOSX wB97M-V def2-TZVPD def2/J DEFGRID3
* xyz 2 1
Cu 0.17 0.12 -0.58
C 3.77 1.48 -4.53
N 3.31 1.27 -3.15
C 3.99 1.54 -1.98
C 3.09 1.15 -0.98
N 1.91 0.79 -1.48
C 2.00 0.85 -2.82
P 0.55 0.49 -3.91
C -0.22 -0.99 -3.35
N -0.27 -1.30 -2.02
C -1.06 -2.45 -1.98
C -1.51 -2.79 -3.25
N -0.88 -1.93 -4.11
C -0.72 -2.12 -5.55
C -0.54 1.79 -3.02
N -0.86 1.60 -1.71
C -1.68 2.71 -1.40
C -1.93 3.46 -2.51
N -1.23 2.83 -3.56
C -1.23 3.35 -4.93
H 4.45 0.71 -4.84
H 2.92 1.32 -5.18
H 4.23 2.47 -4.75
H 5.07 1.66 -1.86
H 3.37 1.09 0.06
H -1.30 -2.92 -1.01
H -2.28 -3.48 -3.57
H -1.51 -2.73 -5.89
H -0.90 -1.18 -6.04
H 0.24 -2.53 -5.77
H -2.07 2.84 -0.38
H -2.56 4.32 -2.60
H -1.77 4.32 -4.96
H -0.20 3.53 -5.20
H -1.77 2.65 -5.53
C 2.85 0.86 3.03
Si 0.99 1.14 3.17
C 0.45 0.91 4.99
C 0.64 2.82 2.55
Ge -0.18 -0.27 1.73
Si 0.54 -2.41 2.37
C 1.47 -2.61 3.99
C -0.91 -3.64 2.25
C 1.84 -2.88 1.05
Si -2.50 -0.32 2.58
C -3.03 1.47 2.41
C -3.40 -1.44 1.33
C -2.70 -0.99 4.33
H 3.07 -0.20 3.01
H 3.37 1.23 3.93
H 3.30 1.24 2.10
H 0.95 0.13 5.53
H -0.61 0.81 5.13
H 0.62 1.90 5.51
H 0.32 2.86 1.51
H 1.56 3.40 2.54
H -0.10 3.47 3.07
H 2.41 -2.01 4.05
H 1.62 -3.71 3.97
H 0.89 -2.33 4.87
H -1.66 -3.37 3.05
H -0.62 -4.64 2.44
H -1.33 -3.57 1.21
H 2.68 -2.24 0.98
H 1.32 -2.91 0.06
H 2.25 -3.93 1.25
H -2.41 2.26 2.97
H -4.05 1.55 2.77
H -3.01 1.72 1.32
H -3.56 -2.46 1.66
H -2.90 -1.47 0.31
H -4.40 -0.99 1.16
H -3.42 -0.29 4.86
H -1.77 -1.02 4.93
H -3.18 -1.98 4.38
*
```

* gap between HOMO and LUMO (alpha / beta): 5.06 / 5.00 eV
* total energy: -165462.576 eV

# 11
Formula: C2H10NO
Source: the Open Molecules 2025 dataset
Level of theory: ωB97M-V with the def2-TZVPD basis set

Structure (ORCA input):
```
! RIJCOSX wB97M-V def2-TZVPD def2/J DEFGRID3
* xyz 2 2
O -0.07 -2.39 -0.57
H 0.87 -2.48 -0.45
H 1.39 0.70 -0.30
H -0.48 -3.16 -0.92
C -0.59 0.99 -0.91
N 0.46 1.09 0.13
C 0.28 0.37 1.36
H -1.05 -0.04 -0.98
H -1.53 1.50 -0.73
H -0.35 1.45 -1.90
H 0.69 2.07 0.40
H -0.80 0.59 1.72
H 1.17 0.14 2.04
H 0.00 -0.83 1.12
*
```

* gap between HOMO and LUMO (alpha / beta): 13.69 / 5.19 eV
* total energy: -5749.532 eV